{
  "formula": "C30H98N18O16",
  "method": "the ωB97M-V functional and the def2-TZVPD basis",
  "total_energy_ha": -3391.3057,
  "charge": 0,
  "species": ["C", "O", "N", "N", "H", "H", "H", "H", "C", "O", "N", "N", "H", "H", "H", "H", "C", "O", "N", "N", "H", "H", "H", "H", "C", "O", "N", "N", "H", "H", "H", "H", "C", "O", "N", "N", "H", "H", "H", "H", "C", "O", "N", "N", "H", "H", "H", "H", "C", "C", "C", "O", "C", "N", "H", "H", "H", "H", "H", "H", "H", "H", "H", "H", "H", "C", "C", "C", "O", "C", "N", "H", "H", "H", "H", "H", "H", "H", "H", "H", "H", "H", "C", "C", "C", "O", "C", "N", "H", "H", "H", "H", "H", "H", "H", "H", "H", "H", "H", "C", "C", "C", "O", "C", "N", "H", "H", "H", "H", "H", "H", "H", "H", "H", "H", "H", "C", "C", "C", "O", "C", "N", "H", "H", "H", "H", "H", "H", "H", "H", "H", "H", "H", "C", "C", "C", "O", "C", "N", "H", "H", "H", "H", "H", "H", "H", "H", "H", "H", "H", "O", "H", "H", "O", "H", "H", "O", "H", "H", "O", "H", "H"],
  "xyz": [[3.106027, 1.320712, 27.991244], [2.225893, 0.678572, 28.526418], [3.762406, 0.957992, 26.858369], [3.661890, 2.361958, 28.621994], [4.603370, 1.445025, 26.608656], [3.459753, 0.128386, 26.376867], [3.046249, 2.970756, 29.142651], [4.451091, 2.885159, 28.278842], [-0.466787, 1.435209, 30.941048], [0.513811, 1.520332, 31.665590], [-1.718478, 1.649137, 31.382020], [-0.464531, 0.840077, 29.728210], [-2.029758, 1.554062, 32.334276], [-2.445472, 1.266840, 30.795607], [0.371098, 0.413355, 29.360468], [-1.334009, 1.080489, 29.282638], [2.030763, -7.238142, 24.619566], [1.390265, -7.780098, 25.526899], [1.374837, -6.859271, 23.497505], [3.319823, -6.971052, 24.667230], [1.855532, -6.491121, 22.695773], [0.390142, -7.088718, 23.476915], [3.734142, -6.320475, 24.023554], [3.895382, -7.361673, 25.393210], [0.566692, 4.126074, 26.494256], [-0.063746, 4.820276, 27.302383], [0.358458, 2.827569, 26.349425], [1.437934, 4.671684, 25.671442], [-0.391035, 2.305657, 26.777766], [0.870720, 2.377599, 25.609940], [2.030139, 4.169564, 25.032064], [1.685824, 5.639176, 25.788714], [-2.435187, 1.398375, 25.522059], [-1.661931, 0.842073, 26.320099], [-3.293623, 2.392157, 25.825050], [-2.189508, 1.264510, 24.212357], [-3.321985, 2.811573, 26.739194], [-3.832590, 2.897670, 25.144010], [-1.295714, 0.901476, 23.903138], [-2.579725, 2.006077, 23.652957], [-4.097252, 0.230431, 30.151100], [-4.216109, 1.059064, 31.057751], [-4.332074, -1.054305, 30.357065], [-3.502001, 0.567456, 29.000155], [-4.065912, -1.749311, 29.666283], [-4.657385, -1.238824, 31.291729], [-3.246095, 1.528399, 28.869415], [-3.391799, -0.079572, 28.237310], [-0.615764, -2.128988, 28.306551], [0.324022, -2.201899, 27.072003], [-0.363255, -2.915183, 25.943938], [-0.627874, -4.254752, 26.354404], [-0.844925, -5.097307, 25.277626], [0.675787, -0.823649, 26.701450], [-0.187699, -1.656397, 29.190087], [-0.849305, -3.135774, 28.664213], [-1.553321, -1.605020, 28.110832], [1.188785, -2.843550, 27.243264], [0.270027, -2.779402, 25.058375], [-1.284431, -2.408255, 25.630329], [0.016881, -5.054815, 24.610828], [-1.809069, -4.913723, 24.785276], [-0.997483, -6.137675, 25.572959], [-0.231203, -0.354307, 26.693224], [1.114194, -0.280142, 27.444568], [6.518417, -2.319502, 29.331069], [5.311569, -1.720233, 28.624128], [5.115978, -2.184618, 27.150060], [4.764434, -3.562332, 27.040640], [4.572819, -3.943272, 25.680444], [4.121558, -2.062334, 29.400748], [7.445399, -2.152750, 28.781412], [6.437585, -3.362544, 29.635503], [6.558336, -1.783292, 30.281378], [5.324821, -0.628576, 28.616117], [5.966819, -1.977098, 26.489809], [4.348573, -1.558929, 26.685147], [5.371490, -3.513618, 25.074493], [3.589826, -3.628599, 25.312412], [4.492187, -5.023414, 25.589998], [3.372428, -1.528169, 28.963908], [3.897652, -3.003366, 29.085604], [0.514319, -4.137351, 21.658357], [-0.657748, -3.373803, 21.097263], [-1.676445, -2.863064, 22.106057], [-2.766383, -2.215357, 21.498566], [-3.656349, -1.651669, 22.429513], [-0.157689, -2.330366, 20.137305], [1.249208, -3.507944, 22.160751], [1.026215, -4.504686, 20.766077], [0.155881, -4.965695, 22.266838], [-1.233503, -3.911411, 20.334897], [-1.152917, -2.151993, 22.754507], [-1.988470, -3.782999, 22.610152], [-3.289803, -0.730796, 22.891167], [-4.053154, -2.329537, 23.188877], [-4.527219, -1.329391, 21.853775], [0.087062, -2.785632, 19.264011], [-0.904842, -1.735485, 19.792921], [-6.795771, -3.314553, 27.736656], [-5.293899, -3.543266, 27.422775], [-4.740887, -2.618329, 26.304147], [-5.496923, -2.942232, 25.100038], [-6.459116, -1.999890, 24.725251], [-4.498539, -3.462411, 28.643886], [-7.157609, -3.800296, 28.642463], [-7.311043, -3.864159, 26.944715], [-7.118195, -2.276444, 27.664372], [-5.299366, -4.565392, 27.033296], [-3.757732, -3.031070, 26.073414], [-4.753866, -1.567357, 26.591943], [-5.958460, -1.094324, 24.364766], [-7.238560, -1.809145, 25.463463], [-6.931428, -2.372263, 23.813195], [-3.654420, -3.965752, 28.396926], [-4.980136, -4.024880, 29.334478], [-1.790739, -9.181185, 20.334662], [-2.827608, -8.458090, 21.219755], [-2.255855, -7.301645, 22.012396], [-1.388830, -7.669427, 23.088012], [-2.042097, -8.333394, 24.176959], [-3.991214, -8.040794, 20.420779], [-1.036917, -9.722543, 20.908009], [-1.303221, -8.431440, 19.708104], [-2.223681, -9.964281, 19.713089], [-3.153162, -9.226067, 21.925856], [-2.913718, -6.530728, 22.427148], [-1.638751, -6.725854, 21.313465], [-1.332420, -8.252778, 25.002320], [-2.233293, -9.401864, 24.075716], [-2.936126, -7.763983, 24.442123], [-3.768487, -7.301560, 19.758528], [-4.511789, -7.482575, 21.095303], [-1.937505, -2.475704, 36.674002], [-2.620341, -1.845058, 35.447775], [-1.943202, -2.169758, 34.145626], [-2.516409, -1.480944, 33.067064], [-1.759639, -1.634613, 31.895740], [-4.022958, -2.356494, 35.437756], [-1.026056, -1.891743, 36.834484], [-1.701181, -3.528519, 36.515312], [-2.498297, -2.395952, 37.604151], [-2.631353, -0.757574, 35.529538], [-1.836826, -3.235557, 33.915418], [-0.913369, -1.833661, 34.334003], [-0.793361, -1.138458, 32.009392], [-2.399276, -1.243971, 31.103793], [-1.655087, -2.708226, 31.713844], [-3.941246, -3.349677, 35.633726], [-4.559980, -2.040601, 36.237185], [0.429674, -0.106025, 23.977270], [0.302085, -0.802648, 24.635402], [0.960305, 0.547884, 24.436117], [0.694818, -3.611791, 31.162837], [1.420619, -3.319486, 31.720625], [1.063995, -3.611655, 30.265521], [1.899865, -4.419442, 28.857661], [2.654813, -4.894137, 28.496253], [1.162432, -4.664909, 28.284714], [-2.717814, -5.942152, 27.879910], [-2.177648, -5.576227, 27.171190], [-2.964125, -6.818603, 27.571324]],
  "atomic_forces_ev_per_a": [[1.0365, -0.7245, 0.4987], [-0.8595, -0.3524, -0.4076], [-0.3763, -0.1067, -0.5600], [0.4125, 2.3952, 0.9216], [-0.0724, -0.1863, -0.2954], [0.1332, 0.0662, 0.0011], [-0.1482, -0.5294, 0.3881], [-0.0608, -0.2920, -0.4466], [1.3098, -1.7999, 2.3808], [0.5642, 0.4893, -0.1311], [-1.6162, 0.7633, -0.5159], [-0.3891, 0.7471, -0.4243], [0.7881, 0.3237, 0.2093], [0.3263, 0.5041, 0.5563], [-0.1790, 0.7067, -0.2555], [0.6415, -1.0163, -1.1800], [-3.0258, -0.8554, 0.6206], [0.6751, 0.0380, -0.1029], [0.2442, 0.3298, -0.2856], [2.4980, 0.4607, 0.0449], [-0.1870, -0.1325, -0.0550], [0.0062, -0.0019, -0.4080], [0.0803, -0.2328, -0.0361], [-0.2136, 0.0873, 0.0500], [-2.5987, 1.4315, 2.4384], [0.3805, -0.4204, -0.3066], [0.4653, -1.9624, -0.7502], [2.5080, 1.3972, -2.0318], [0.0842, 0.2095, 0.1622], [-0.2142, -0.3001, 0.1649], [-0.1755, -0.2128, 0.1381], [-0.2783, -0.0703, 0.2307], [2.8723, 0.9382, 0.0901], [-1.6777, -0.0410, 0.8024], [-1.1394, 0.3308, 0.9375], [-1.0191, 0.1960, -1.6361], [0.1496, -0.3991, 0.1233], [0.1595, -0.2510, -0.2078], [0.0767, -0.4547, 0.3077], [0.1188, -0.2479, -0.3354], [0.1774, 0.7577, 1.9763], [-1.1413, 0.1403, -0.4414], [-0.8883, -0.5602, -0.4685], [0.2541, 0.2217, -1.7919], [-0.5355, -0.4266, 0.3745], [0.1002, -0.5186, -0.0568], [-0.2743, 0.0504, -0.1172], [0.1323, 0.1608, -0.0282], [0.5293, -1.2287, 0.3876], [-0.7851, 0.7194, 1.5924], [-0.5130, 0.6836, -0.3106], [0.3646, 0.7586, 0.4202], [-0.4902, -0.9345, -0.8680], [-0.6184, -0.1674, -0.6272], [0.3293, 0.1567, -0.2507], [-0.2927, -0.0622, -0.1193], [0.0371, 0.0098, -0.3748], [0.3134, 0.5216, 0.4689], [0.3397, -0.9746, -0.1348], [-0.4075, -0.0520, 0.2991], [-0.3023, -0.0860, -0.3494], [0.1771, 0.6742, -0.4419], [0.6641, 0.0393, 0.5734], [0.0500, 0.0614, -0.5423], [0.6103, -0.7383, 0.1271], [0.1532, 0.8373, 0.4181], [-0.4284, -1.1163, -0.6889], [0.1767, 0.3758, -0.2076], [0.1135, 0.0296, -0.1166], [-0.4875, 0.2578, 0.5561], [-0.4015, -0.1897, -0.7323], [0.0386, -0.0857, 0.0280], [-0.2939, -0.1257, -0.5360], [0.3360, 0.0362, 0.0045], [0.5742, 0.0102, -0.1339], [0.5415, -0.1712, 0.3237], [-0.5156, -0.2150, 0.2204], [-0.0069, -0.2224, -0.2649], [0.0298, 0.5857, -0.0393], [0.6377, -0.0279, 0.3781], [-0.3219, 0.1987, 0.4736], [-0.1504, -0.1985, 0.5196], [-0.2981, -0.0617, -0.7632], [-1.0727, 1.3072, -2.5612], [1.0907, 0.0984, -0.2517], [0.2655, -0.3986, -0.1656], [-1.0002, 0.6548, -0.3926], [0.4387, 0.8223, 0.3197], [-0.3200, 0.1259, 0.3265], [0.1789, -0.4168, 0.2020], [0.2609, 0.0051, 0.1117], [-0.2529, -1.4313, 0.9681], [-0.1103, -0.1252, 0.4779], [-0.2218, 0.2399, 0.5859], [0.4511, -0.2081, 0.2001], [0.4270, -0.2963, 0.0708], [-0.0138, -0.0858, -0.1117], [0.4470, -0.3358, 0.2193], [-0.3320, 0.1242, 0.6923], [0.1573, -0.2991, -1.2204], [-1.3612, 0.4123, 0.4332], [-1.0587, -2.3261, -0.1606], [0.5253, 0.2928, 0.9020], [0.0804, 0.2069, -1.1355], [0.3658, 0.1538, -0.7944], [0.3798, 0.2681, 0.2922], [-0.2774, 0.2779, -0.0937], [0.0811, 0.0469, 0.4256], [0.4846, -0.0198, -0.2559], [0.4073, 0.6710, 0.1429], [0.0242, 0.1135, -0.2298], [-0.1456, 0.4154, 0.5073], [0.1729, 0.1361, 0.1258], [-0.1736, -0.2815, 0.1810], [0.3397, -0.1491, 0.5951], [0.2034, -0.0185, 0.2122], [0.0687, 0.4057, 0.2712], [-0.0415, -1.0657, -0.3251], [1.4385, 0.6459, 0.0931], [-0.2153, -0.7892, -0.1900], [0.7387, 0.8264, 0.4219], [-0.1706, 0.6178, 0.8433], [0.1178, 0.4238, 0.2759], [0.1589, -0.1849, -0.1890], [-0.4383, 0.3250, -0.0885], [-0.4609, 0.1369, 0.0438], [-0.9143, -0.4986, -0.1745], [0.2641, 0.0150, 0.0544], [-0.0130, -0.0122, 0.0641], [-0.1909, 0.0724, -0.5979], [-0.2645, -0.2508, 0.0054], [0.5948, -0.3008, -0.3489], [-0.6997, -0.3079, -0.0851], [1.1103, 1.0032, -0.4685], [-1.9727, -1.0677, 1.0240], [0.9737, 0.3624, 0.1966], [-0.4960, 0.2058, 0.9500], [-0.4203, -0.4651, -0.0758], [-0.0079, -0.0647, -0.3739], [0.3438, -0.4691, 0.2008], [0.0915, 0.0098, -0.0954], [-0.3639, 0.1326, -0.2323], [-0.1520, 0.0054, 0.0717], [-0.4146, -0.2436, 0.1683], [0.2796, 0.1097, -0.4464], [0.0804, -0.0711, -0.3565], [0.8751, 0.1760, 0.1277], [0.5047, -0.0003, -0.1988], [-0.0801, -0.1902, -0.3362], [0.1766, 0.4870, 0.0230], [-0.3457, 0.1331, -0.9536], [0.3212, 0.3553, 0.3503], [0.1462, -0.2413, 0.2539], [-0.1240, 0.1432, -0.0326], [0.0356, 0.0661, 0.0020], [0.1062, -0.1750, 0.4299], [0.0305, -0.1643, -0.4922], [0.0954, -0.0087, 0.0439], [-0.0724, -0.1061, -0.0065], [-0.1182, 0.0126, -0.1194], [0.1845, 0.1389, 0.1520], [-0.0287, -0.0618, 0.0714]]
}